Record 1
Formula: C21H37HgO11
Source: the OMol25 dataset
Level of theory: ωB97M-V/def2-TZVPD

Each line ends with the natural charge from an NBO analysis.
Cartesian coordinates (Å):
Hg  -0.068  0.613  -1.285  1.594
C  -1.069  -3.363  -1.664  -0.654
C  -0.150  -2.580  -2.657  -0.012
O  -0.383  -1.251  -2.843  -0.911
H  -2.054  -3.633  -2.062  0.180
H  -1.352  -2.693  -0.849  0.194
H  -0.514  -4.243  -1.328  0.168
H  -0.165  -3.078  -3.646  0.108
H  0.879  -2.840  -2.311  0.052
C  -2.395  3.910  -3.419  -0.642
C  -2.556  2.617  -2.570  -0.004
O  -1.661  1.616  -2.752  -0.936
H  -1.331  4.140  -3.412  0.210
H  -2.977  4.715  -2.952  0.161
H  -2.886  3.782  -4.388  0.179
H  -3.648  2.386  -2.590  0.061
H  -2.538  3.014  -1.524  0.056
C  1.924  2.576  -3.187  -0.230
O  1.253  1.348  -3.137  -0.951
H  1.391  3.297  -3.818  0.127
H  2.067  2.969  -2.166  0.119
H  2.961  2.405  -3.529  0.099
O  2.460  -0.035  -0.507  -0.581
C  2.901  -1.016  -1.005  0.845
O  3.085  -2.182  -0.372  -0.524
C  3.814  -3.137  -1.117  -0.063
C  3.719  -2.625  -2.572  -0.441
C  3.631  -1.114  -2.371  -0.550
H  3.452  -4.130  -0.862  0.188
H  4.876  -3.069  -0.851  0.157
H  2.780  -2.865  -3.072  0.242
H  4.602  -2.903  -3.143  0.200
H  2.986  -0.660  -3.124  0.305
H  4.616  -0.651  -2.437  0.218
O  -1.670  0.897  0.237  -0.629
C  -2.598  0.460  0.879  0.841
O  -2.762  0.938  2.111  -0.490
C  -3.957  0.319  2.717  -0.073
C  -4.303  -0.827  1.792  -0.436
C  -3.710  -0.461  0.457  -0.547
H  -4.639  1.150  2.507  0.180
H  -3.840  0.142  3.780  0.194
H  -5.390  -0.945  1.831  0.214
H  -3.955  -1.786  2.187  0.215
H  -4.405  0.066  -0.198  0.261
H  -3.164  -1.186  -0.151  0.282
O  0.797  2.588  -0.056  -0.561
C  0.863  2.765  1.117  0.825
O  0.409  1.978  2.106  -0.488
C  0.563  2.577  3.393  -0.060
C  1.640  3.668  3.217  -0.435
C  1.437  4.039  1.751  -0.542
H  0.904  1.803  4.075  0.185
H  -0.362  3.041  3.736  0.178
H  2.616  3.251  3.447  0.215
H  1.323  4.538  3.790  0.215
H  2.144  4.488  1.058  0.256
H  0.537  4.648  1.584  0.233
O  0.077  -1.383  0.308  -0.552
C  0.111  -1.872  1.382  0.819
O  -0.964  -1.826  2.233  -0.523
C  -0.767  -2.561  3.433  -0.064
C  0.743  -2.708  3.503  -0.435
C  1.254  -2.535  2.087  -0.527
H  -1.262  -3.517  3.220  0.173
H  -1.180  -2.114  4.336  0.188
H  1.057  -3.691  3.857  0.214
H  1.120  -1.897  4.129  0.204
H  1.550  -3.478  1.628  0.242
H  2.130  -1.891  2.037  0.262

The HOMO energy is -2.482 eV. For the energy above the lowest of the compared OMol25 structures with the same formula, charge and spin, the calculation gives 0.000 eV. The value obtained for the electronic energy is -1803.2610 hartree. Its total charge is -1.


Record 2
Formula: C21H38BN5O3PS
Source: the OMol25 dataset
Level of theory: ωB97M-V/def2-TZVPD

Each line ends with the natural charge from an NBO analysis.
Cartesian coordinates (Å):
C  -4.535  -3.842  -0.292  -0.430
N  -4.060  -2.446  -0.312  -0.629
C  -2.618  -2.347  -0.061  -0.230
C  -2.264  -2.819  1.347  0.054
O  -1.376  -3.885  1.245  -0.677
B  -0.685  -3.942  2.544  0.633
C  0.582  -4.925  2.704  -0.710
C  0.427  -6.073  3.723  -0.204
N  1.555  -6.262  4.653  -0.830
O  -0.461  -2.508  2.843  -0.692
C  -1.551  -1.793  2.331  -0.016
C  -0.887  -0.547  1.714  -0.453
C  -1.626  0.780  1.484  0.083
O  -1.521  1.602  2.653  -0.750
C  -3.066  0.715  0.932  -0.262
N  -3.882  1.911  1.125  -0.816
P  -2.587  -1.432  3.840  0.829
S  -2.756  -2.815  5.202  -0.466
H  -5.058  -4.054  0.637  0.199
H  -3.707  -4.552  -0.383  0.192
H  -5.202  -4.011  -1.135  0.196
H  -4.203  -2.101  -1.252  0.347
H  -2.042  -2.979  -0.748  0.190
H  -2.323  -1.321  -0.259  0.172
H  -3.190  -3.142  1.846  0.179
H  -1.586  -4.321  3.371  -0.039
H  0.740  -5.373  1.715  0.215
H  1.497  -4.363  2.920  0.205
H  0.270  -7.009  3.186  0.175
H  -0.449  -5.899  4.347  0.193
H  1.478  -5.562  5.381  0.345
H  2.427  -6.059  4.177  0.337
H  -0.082  -0.308  2.411  0.240
H  -0.409  -0.888  0.793  0.221
H  -1.035  1.316  0.726  0.135
H  -2.349  1.611  3.132  0.473
H  -2.991  0.572  -0.145  0.198
H  -3.632  -0.123  1.336  0.218
H  -3.408  2.746  0.809  0.346
H  -4.174  2.034  2.083  0.352
H  -3.857  -1.065  3.354  -0.041
H  -2.019  -0.271  4.379  -0.035
C  4.546  3.124  -7.491  -0.409
N  4.018  3.256  -6.121  -0.274
C  2.680  3.206  -5.926  0.076
C  2.146  3.294  -4.671  -0.207
C  2.989  3.430  -3.557  0.016
C  4.370  3.494  -3.792  -0.225
C  4.852  3.407  -5.070  0.094
C  2.451  3.478  -2.197  -0.011
C  2.942  2.622  -1.202  -0.221
C  2.439  2.693  0.069  0.096
N  1.477  3.584  0.389  -0.268
C  0.979  4.417  -0.552  0.075
C  1.440  4.384  -1.839  -0.209
C  0.954  3.646  1.765  -0.417
H  4.112  3.900  -8.118  0.237
H  4.289  2.141  -7.878  0.239
H  5.624  3.236  -7.468  0.235
H  2.068  3.083  -6.808  0.245
H  1.073  3.233  -4.557  0.254
H  5.070  3.620  -2.979  0.255
H  5.908  3.456  -5.291  0.242
H  3.702  1.886  -1.421  0.254
H  2.779  2.040  0.859  0.249
H  0.208  5.102  -0.230  0.245
H  1.022  5.072  -2.559  0.249
H  -0.120  3.467  1.735  0.259
H  1.176  4.616  2.204  0.233
H  1.423  2.861  2.348  0.241

The HOMO energy is -7.461 eV. The value obtained for the electronic energy is -2086.5039 hartree. Its total charge is +1.


Record 3
Formula: C21H38N10Ti
Source: the OMol25 dataset
Level of theory: ωB97M-V/def2-TZVPD

Each line ends with the natural charge from an NBO analysis.
Cartesian coordinates (Å):
Ti  0.009  -0.178  0.266  1.269
N  -0.753  -2.064  -0.973  -0.887
C  -0.261  -1.903  -2.372  -0.233
C  0.911  -0.942  -2.445  -0.226
N  0.599  0.372  -1.848  -0.525
C  -0.499  1.065  -2.566  -0.242
C  -1.855  0.956  -1.880  -0.224
N  -1.717  1.222  -0.437  -0.865
C  1.805  1.220  -1.777  -0.220
C  1.657  2.301  -0.725  -0.228
N  1.421  1.689  0.605  -0.870
H  -0.323  -2.890  -0.566  0.394
H  -1.746  -2.274  -1.012  0.398
H  -1.082  -1.542  -2.989  0.210
H  0.046  -2.859  -2.796  0.230
H  1.218  -0.832  -3.493  0.222
H  1.762  -1.358  -1.898  0.219
H  -0.576  0.686  -3.589  0.226
H  -0.235  2.120  -2.657  0.219
H  -2.275  -0.042  -1.992  0.195
H  -2.543  1.647  -2.374  0.223
H  -2.599  1.048  0.035  0.395
H  -1.532  2.210  -0.287  0.381
H  2.029  1.667  -2.752  0.223
H  2.651  0.577  -1.520  0.210
H  0.806  2.944  -0.956  0.201
H  2.543  2.939  -0.736  0.226
H  1.074  2.408  1.235  0.396
H  2.313  1.399  0.999  0.382
N  9.615  -4.680  3.219  -0.223
C  8.532  -4.363  3.009  0.237
C  7.180  -3.965  2.743  -0.139
C  6.810  -2.631  2.906  -0.137
C  5.506  -2.243  2.654  -0.243
C  4.589  -3.191  2.226  0.202
C  4.945  -4.521  2.060  -0.240
C  6.246  -4.910  2.327  -0.124
N  3.242  -2.794  1.950  -0.342
C  2.102  -3.413  2.399  -0.046
C  1.062  -2.712  1.873  -0.102
N  1.544  -1.671  1.107  -0.579
C  2.859  -1.758  1.174  0.202
H  7.541  -1.910  3.242  0.249
H  5.201  -1.217  2.813  0.226
H  4.219  -5.244  1.714  0.235
H  6.544  -5.942  2.204  0.250
H  2.141  -4.266  3.053  0.252
H  0.006  -2.872  2.017  0.225
H  3.571  -1.125  0.668  0.219
C  -3.679  -0.855  4.188  -0.414
N  -2.587  -0.961  3.223  -0.421
C  -2.998  -1.368  1.898  -0.386
C  -1.382  -0.372  3.424  0.675
N  -0.670  0.074  2.411  -0.927
N  -0.977  -0.232  4.721  -0.429
C  0.113  0.672  5.038  -0.420
C  -1.157  -1.311  5.692  -0.412
H  -4.554  -0.438  3.686  0.215
H  -3.403  -0.190  4.999  0.231
H  -3.952  -1.829  4.596  0.213
H  -3.594  -0.592  1.404  0.188
H  -3.613  -2.265  1.972  0.226
H  -2.125  -1.587  1.286  0.199
H  0.256  0.322  2.749  0.354
H  0.001  1.608  4.494  0.216
H  1.097  0.234  4.826  0.186
H  0.072  0.897  6.102  0.237
H  -1.748  -2.115  5.268  0.220
H  -1.647  -0.946  6.595  0.220
H  -0.180  -1.714  5.968  0.208

The expectation value of S² is 2.002. The HOMO energy (alpha / beta) is -12.282 / -14.047 eV. As for the spin multiplicity: 3. For the energy above the lowest of the compared OMol25 structures with the same formula, charge and spin, the calculation gives 0.000 eV. The value obtained for the electronic energy is -2219.6398 hartree. Its total charge is +2.